# 1
73
Properties=species:S:1:pos:R:3:forces:R:3 method="wB97M-V/def2-TZVPD" smiles="CC(=O)N([SiH2]COc1cc(C)ccc1C(C)C)C(C)=O.O=S1(=O)CCCC1.O=S1(=O)CCCC1"
C 0.202433 1.129459 0.992788 0.69 -0.70 -0.49
C 0.760061 1.908849 -0.283875 2.75 2.39 1.22
O 1.645595 2.802113 -0.058108 -3.07 -3.01 -0.98
N 0.388738 1.660971 -1.683908 -0.95 2.24 2.02
Si -1.379897 1.450411 -1.918447 -0.66 -1.21 -0.82
C -2.135691 -0.085954 -1.053880 1.51 -1.07 0.41
O -3.048410 0.325474 0.005868 -1.85 0.66 -1.33
C -4.285700 0.813922 -0.499248 -4.13 1.34 -1.65
C -5.131256 -0.004731 -1.518523 -0.38 2.13 1.05
C -6.501867 0.425259 -2.091446 1.37 1.66 1.80
C -7.209996 -0.615528 -3.105831 0.45 0.38 1.69
C -7.119782 1.768949 -1.645679 3.84 -1.33 1.62
C -6.304565 2.635901 -0.614756 0.80 -3.36 -1.53
C -4.916202 2.182967 -0.040053 -1.60 -0.87 -1.56
C -4.216166 3.140998 1.038854 -0.53 0.10 1.05
C -5.286363 4.074087 1.841462 -0.45 -0.04 -1.71
C -3.117220 4.140715 0.431670 0.70 -0.97 -0.56
C 0.725571 2.942369 -2.409424 3.98 1.59 -3.14
C -0.074576 4.326200 -2.164278 -0.37 -0.60 1.61
O 1.694325 2.970759 -3.220976 -4.08 -0.59 3.25
H -0.869986 1.410390 1.290122 1.48 -0.48 -0.73
H 0.323012 0.000909 0.774765 -0.53 1.74 0.42
H 0.930150 1.335673 1.863161 -1.28 -0.07 -1.62
H -1.580304 1.248743 -3.374551 0.28 0.12 0.04
H -2.179372 2.619895 -1.562592 0.09 0.08 0.22
H -1.260758 -0.630459 -0.526460 -1.58 0.70 -0.72
H -2.567486 -0.838536 -1.795089 0.34 1.10 1.08
H -4.683804 -1.013398 -1.849182 -0.96 1.74 0.50
H -7.349572 -1.583024 -2.486610 0.16 1.44 -1.21
H -6.503270 -0.824495 -3.974454 -1.19 0.32 1.03
H -8.244796 -0.243231 -3.416121 1.63 -0.48 0.23
H -8.142469 2.115630 -2.015932 1.72 -0.57 0.56
H -6.813285 3.618271 -0.312590 1.19 -1.70 -0.32
H -3.751390 2.445317 1.836252 -0.46 1.09 -1.38
H -6.204789 3.480035 2.192395 1.55 0.85 -0.23
H -5.682446 4.816342 1.044236 0.56 -0.97 1.42
H -4.799670 4.703862 2.656008 -0.59 -1.15 -0.98
H -2.110922 3.572989 0.412312 -1.45 1.09 0.09
H -3.351700 4.368730 -0.675095 0.21 -0.13 1.82
H -2.977752 5.110530 1.031847 -0.39 -1.55 -0.85
H -0.436694 4.320779 -1.064447 0.47 0.04 -1.77
H 0.595057 5.246112 -2.261598 -0.71 -1.67 -0.24
H -1.008091 4.428435 -2.810318 1.38 -0.28 0.65
O 3.058662 -0.649276 -0.217506 -0.34 -0.03 0.32
S 3.638043 -0.113492 0.994750 0.44 0.20 0.19
O 2.859165 0.091536 2.197263 -0.18 -0.26 -0.30
C 5.085264 -1.072756 1.402955 0.35 -0.27 0.02
C 6.218080 -0.380538 0.657251 0.12 0.02 -0.16
C 5.989586 1.119215 0.855169 0.18 0.04 0.10
C 4.508123 1.396751 0.591516 0.30 0.54 -0.12
H 4.942303 -2.109587 1.100234 -0.10 0.08 0.10
H 5.231524 -1.013117 2.483672 -0.10 -0.03 -0.08
H 7.194675 -0.694926 1.030731 -0.11 -0.03 -0.04
H 6.168899 -0.623998 -0.409076 0.01 -0.03 0.09
H 6.237919 1.392360 1.886086 -0.02 -0.04 -0.08
H 6.625095 1.715233 0.196451 -0.09 -0.03 0.07
H 4.132855 2.207745 1.215947 -0.21 -0.15 -0.16
H 4.323833 1.622029 -0.460258 -0.15 -0.08 0.12
O 5.696179 -4.599276 2.054305 0.12 -0.03 -0.28
S 5.211118 -5.516169 1.047373 0.09 -0.28 -0.25
O 6.003957 -5.889735 -0.101661 0.08 0.33 0.37
C 4.639048 -6.997916 1.859927 -0.20 -0.36 0.30
C 3.178173 -6.710789 2.181435 -0.12 0.06 0.12
C 2.604359 -6.032531 0.935687 -0.20 -0.13 -0.05
C 3.601716 -4.958458 0.497323 -0.51 0.20 -0.21
H 5.243505 -7.193743 2.745240 0.10 0.10 -0.14
H 4.730996 -7.823737 1.151018 0.07 0.12 0.01
H 2.635659 -7.624750 2.431719 0.06 0.08 0.00
H 3.109200 -6.030996 3.036922 0.03 -0.08 -0.04
H 2.487415 -6.774006 0.138651 0.02 0.06 0.07
H 1.619743 -5.600603 1.127997 0.10 -0.02 -0.05
H 3.612263 -4.836958 -0.586285 0.19 0.09 0.14
H 3.393948 -4.000199 0.976895 0.11 -0.07 -0.03

=====

# 2
9
Properties=species:S:1:pos:R:3:forces:R:3 method="wB97M-V/def2-TZVPD" smiles=C#[N+][O-].BO
C -2.470073 -0.796779 0.130075 -0.18 -0.39 0.53
N -3.497985 -0.259576 0.304159 0.20 1.03 -1.14
O -4.419439 0.472570 0.223344 -0.71 0.05 0.47
H -2.068977 -1.664919 0.568546 0.73 -0.67 0.12
B 1.296283 0.535892 -0.209039 3.34 1.99 0.16
O 0.347420 1.438575 -0.348586 -0.90 1.11 -0.81
H 2.470059 1.096464 -0.220471 -1.48 -1.22 0.32
H 1.068673 -0.565741 -0.084345 -0.21 -1.76 -0.04
H -0.448590 1.081920 -0.736505 -0.79 -0.15 0.38

=====

Going through the records in order, we get relative energy (zero: lowest compared OMol25 entry of this formula, charge and spin) values of 0.0; 30.4 kcal per mole.
Going through the records in order, we get E_tot values of -69847.6274; -7360.0867 eV.